[1]
DFT (wB97M-V/def2-TZVPD) results for a molecular structure, C46H35F5N4O4RhS3.

Net charge   +1
HOMO (spin up / spin down)   -10.22 / -10.27 eV
Kohn-Sham gap (spin up / spin down)   7.622 / 5.268 eV
Spin multiplicity   5
Expectation value of S²   6.0170
Strongest force on any atom   0.784 eV/Å
E_LUMO (spin up / spin down)   -0.0953 / -0.1837 Eh
M   1001.91 g mol⁻¹

Each line ends with the Löwdin charge.
Cartesian coordinates (Å):
Rh  -0.689  -1.539  0.022  1.012
S  -0.650  1.014  0.269  0.959
S  1.991  -1.100  0.123  0.972
S  -3.463  -1.923  -0.289  0.618
F  1.799  -4.531  -0.522  0.140
F  -0.762  -4.166  -0.928  0.101
F  0.820  -5.808  0.921  0.188
F  1.692  -3.941  1.565  0.148
F  -1.184  -4.231  1.223  0.104
O  -1.757  1.350  -0.652  -0.411
O  -3.601  -3.333  -0.054  -0.259
O  1.988  -0.031  1.157  -0.486
O  -2.579  -1.502  -1.399  -0.360
N  -2.677  -1.184  0.919  -0.148
N  -3.299  -2.056  3.055  0.179
N  -1.056  -1.756  2.329  0.060
N  -8.747  0.531  -0.836  0.126
C  6.461  -1.692  -0.643  -0.256
C  7.942  -1.861  -0.852  -0.039
C  2.693  2.698  -1.259  -0.109
C  5.964  -0.605  0.072  -0.020
C  -7.508  -0.025  -0.701  -0.305
C  -5.985  -1.454  0.515  -0.047
C  -2.917  1.917  3.412  -0.018
C  1.877  4.159  0.520  0.006
C  -0.034  0.053  -5.381  -0.018
C  0.834  3.316  0.760  -0.031
C  4.893  4.390  -1.637  -0.059
C  0.467  -0.177  -4.073  -0.132
C  4.193  -2.498  -0.918  -0.059
C  3.733  -1.408  -0.196  -0.332
C  -1.452  -2.490  4.524  -0.023
C  4.752  3.214  -2.414  -0.055
C  0.805  0.927  -3.250  -0.086
C  -0.239  1.274  3.004  -0.081
C  -6.505  0.242  -1.641  -0.018
C  0.598  2.238  -3.755  0.005
C  -1.119  1.395  1.935  -0.395
C  -0.584  -2.141  3.510  -0.089
C  -0.200  1.322  -5.844  -0.052
C  -7.223  -0.872  0.385  -0.017
C  3.680  2.392  -2.235  -0.011
C  2.844  3.860  -0.470  -0.142
C  -2.064  1.808  4.506  -0.259
C  1.032  -4.541  0.574  -0.592
C  1.089  -1.711  -2.319  -0.103
C  0.115  2.425  -5.015  -0.044
C  1.311  0.695  -1.939  -0.144
C  -0.723  1.488  4.283  -0.026
C  3.964  4.704  -0.691  -0.021
C  1.448  -0.598  -1.513  -0.356
C  1.577  1.848  -1.034  -0.147
C  -5.258  -0.330  -1.510  -0.045
C  -0.311  -3.825  0.292  -0.347
C  -2.454  1.711  2.120  -0.060
C  -2.385  -1.718  2.168  -0.478
C  0.709  2.141  -0.016  -0.267
C  4.607  -0.454  0.309  -0.055
C  -2.811  -2.448  4.234  -0.080
C  -5.003  -1.181  -0.441  -0.316
C  5.557  -2.629  -1.135  -0.021
C  0.613  -1.494  -3.579  0.014
C  -2.575  2.056  5.899  -0.040
H  -2.592  3.125  6.118  0.090
H  -4.477  -0.117  -2.229  0.118
H  3.514  -3.236  -1.318  0.095
H  5.923  -3.479  -1.698  0.121
H  8.154  -2.503  -1.706  0.080
H  0.798  1.006  2.840  0.103
H  -1.943  1.577  6.646  0.079
H  0.821  3.095  -3.134  0.124
H  -3.542  -2.739  4.979  0.119
H  -0.036  3.431  -5.384  0.113
H  -7.993  -1.070  1.120  0.116
H  -0.286  -0.801  -5.998  0.120
H  5.503  2.968  -3.153  0.110
H  -6.712  0.903  -2.473  0.116
H  -0.048  1.401  5.127  0.120
H  5.743  5.040  -1.798  0.110
H  -3.961  2.158  3.569  0.122
H  4.226  0.385  0.875  0.111
H  1.978  5.072  1.095  0.124
H  -9.471  0.346  -0.168  0.102
H  0.493  -2.172  3.626  0.129
H  -8.960  1.137  -1.604  0.102
H  8.400  -2.319  0.028  0.091
H  6.651  0.141  0.455  0.122
H  0.334  -2.330  -4.209  0.131
H  -5.773  -2.107  1.353  0.115
H  -3.593  1.683  6.016  0.082
H  8.432  -0.901  -1.012  0.083
H  3.580  1.491  -2.829  0.124
H  -1.089  -2.798  5.492  0.110
H  0.107  3.550  1.524  0.117
H  -3.115  1.778  1.266  0.113
H  4.068  5.599  -0.090  0.118
H  -0.581  1.491  -6.842  0.112
H  1.216  -2.721  -1.950  0.085


[2]
DFT (wB97M-V/def2-TZVPD) results for a molecular structure, C23H55AsClF3I2O16P5 at a distorted geometry.

Net charge   -1
HOMO   -3.27 eV
Kohn-Sham gap   4.057 eV
Strongest force on any atom   6.314 eV/Å
E_LUMO   0.0290 Eh
M   1163.72 g mol⁻¹

Each line ends with the Löwdin charge.
Cartesian coordinates (Å):
I  -3.347  -0.880  0.872  0.206
I  0.089  0.144  -0.675  0.863
As  -2.306  -0.862  -3.131  0.574
Cl  -5.317  -2.945  -1.965  0.041
P  -3.520  -3.026  -3.032  0.396
P  -0.407  5.166  1.376  0.445
P  -3.847  -0.020  -1.414  0.268
P  1.611  1.185  9.293  0.489
P  2.134  -1.932  3.811  0.474
F  -1.417  3.258  -6.347  0.075
F  0.181  2.087  -5.500  0.137
F  -1.262  1.194  -6.891  0.108
O  -1.116  4.335  2.359  -0.236
O  0.930  5.866  1.950  -0.235
O  1.926  -0.492  4.539  -0.238
O  0.457  4.178  0.437  -0.215
O  2.977  -3.339  3.889  -0.222
O  2.879  1.573  8.630  -0.256
O  1.853  -1.703  2.387  -0.242
O  -1.256  6.555  1.253  -0.245
O  -2.657  -4.104  -2.095  -0.452
O  0.934  -2.633  4.631  -0.240
O  -3.547  1.639  -1.243  -0.546
O  1.631  -0.850  -7.676  0.136
O  1.271  2.549  10.150  -0.248
O  1.653  -0.452  9.174  -0.224
O  0.323  1.262  8.350  -0.234
O  1.217  -2.709  -8.772  -0.007
C  0.369  -2.213  -2.452  -0.414
C  -1.308  -1.470  -4.826  -0.334
C  -1.108  2.021  -5.835  -0.609
C  -2.495  -3.237  -6.334  -0.233
C  -0.822  -1.463  -1.821  -0.846
C  1.860  2.678  11.455  -0.102
C  0.956  7.128  2.598  -0.119
C  4.333  -3.295  4.360  -0.117
C  -2.077  1.688  -4.716  -0.160
C  -2.015  -4.098  -7.497  -0.213
C  0.122  4.113  -0.974  -0.103
C  1.356  -2.727  -1.363  -0.172
C  1.713  -2.034  -7.704  -0.545
C  1.724  -1.236  10.379  -0.109
C  -0.489  2.422  8.169  -0.092
C  -1.507  0.989  -3.482  -0.399
C  2.374  -2.777  -6.574  0.017
C  -1.358  -2.920  -5.342  -0.286
C  -0.121  -1.922  5.273  -0.099
C  0.298  -3.761  -8.470  -0.195
C  -1.176  -3.327  -8.539  -0.148
C  3.039  0.423  4.567  -0.081
C  -2.364  6.560  0.331  -0.091
H  -1.521  -5.016  -7.170  0.111
H  1.783  -2.607  -5.677  0.078
H  -1.259  2.157  7.448  0.092
H  4.385  -2.910  5.382  0.082
H  -0.784  -2.668  5.708  0.085
H  0.057  -3.125  -2.963  0.072
H  1.732  -2.283  10.089  0.086
H  -0.445  0.803  -3.641  0.033
H  1.540  3.630  11.867  0.086
H  0.331  7.123  3.492  0.089
H  3.400  -2.459  -6.432  0.090
H  -1.718  -4.090  -2.304  0.000
H  0.642  7.923  1.924  0.077
H  -0.465  -3.015  -5.973  0.071
H  -1.548  -3.613  -9.520  0.102
H  0.239  5.096  -1.436  0.084
H  -0.686  -1.329  4.553  0.095
H  -0.900  3.754  -1.108  0.081
H  4.719  -4.311  4.351  0.082
H  0.453  -4.537  -9.220  0.123
H  -1.233  -3.711  -4.602  0.075
H  -2.499  2.642  -4.405  0.116
H  0.858  -1.057  11.019  0.083
H  -0.292  -1.078  -4.853  0.054
H  -3.700  1.872  -0.320  -0.016
H  0.966  -1.571  -3.095  0.081
H  3.874  -0.014  5.115  0.079
H  -2.914  1.166  -5.187  0.090
H  1.779  -3.670  -1.724  0.061
H  2.715  1.322  5.082  0.088
H  -2.026  6.375  -0.689  0.079
H  3.356  0.679  3.554  0.089
H  0.098  3.247  7.768  0.095
H  1.526  1.878  12.118  0.079
H  -3.098  5.806  0.618  0.091
H  -3.519  -0.439  -4.099  -0.023
H  4.951  -2.677  3.704  0.086
H  2.198  -2.062  -1.215  0.042
H  0.802  3.415  -1.452  0.070
H  2.365  -3.850  -6.751  0.075
H  -1.146  -2.158  -1.049  -0.017
H  2.642  -1.014  10.929  0.085
H  -2.912  -4.438  -8.020  0.100
H  -2.823  7.544  0.374  0.085
H  -3.303  -3.736  -5.803  0.059
H  -1.283  -2.249  -8.435  0.122
H  0.828  -2.960  -0.442  0.063
H  -1.551  1.678  -2.649  -0.005
H  2.949  2.665  11.379  0.088
H  0.480  -4.240  -7.510  0.095
H  -2.905  -2.307  -6.728  0.109
H  1.988  7.311  2.893  0.084
H  0.260  -1.286  6.069  0.073
H  -0.967  2.713  9.102  0.080
H  -1.792  -0.907  -5.626  0.044


[3]
DFT (wB97M-V/def2-TZVPD) results for CH4OS3 in the gas phase at a distorted geometry.

Net charge   0
HOMO   -8.75 eV
Kohn-Sham gap   9.195 eV
Strongest force on any atom   2.607 eV/Å
E_LUMO   0.0165 Eh
SMILES string   CSSSO
M   128.24 g mol⁻¹

Each line ends with the Löwdin charge.
Cartesian coordinates (Å):
S  -2.398  -0.989  -0.710  0.098
S  -2.890  0.567  0.476  0.446
S  -0.973  -1.961  0.311  0.362
O  -1.882  1.851  0.111  -0.540
C  0.385  -0.819  0.341  -0.511
H  -2.301  2.582  -0.358  0.034
H  1.312  -1.233  -0.143  0.044
H  0.049  0.214  0.088  0.020
H  0.815  -0.690  1.377  0.048